{"formula": "C20H60N4O19P2S", "method": "the ωB97M-V functional and the def2-TZVPD basis", "symbols": ["C", "O", "C", "C", "C", "C", "C", "C", "P", "N", "O", "C", "C", "C", "C", "C", "O", "C", "N", "C", "C", "C", "C", "S", "C", "P", "O", "O", "O", "N", "C", "C", "N", "H", "H", "H", "H", "H", "H", "H", "H", "H", "H", "H", "H", "H", "H", "H", "H", "H", "H", "H", "H", "H", "H", "H", "H", "H", "H", "H", "H", "H", "H", "H", "H", "H", "H", "O", "H", "H", "O", "H", "H", "O", "H", "H", "O", "H", "H", "O", "H", "H", "O", "H", "H", "O", "H", "H", "O", "H", "H", "O", "H", "H", "O", "H", "H", "O", "H", "H", "O", "H", "H", "O", "H", "H"], "positions_angstrom": [[0.052, -6.691, 0.840], [-1.122, -6.188, 0.149], [-0.912, -6.164, -1.305], [-0.825, -4.640, -1.874], [0.708, -4.157, -2.110], [1.342, -3.465, -0.807], [0.580, -2.118, -0.405], [0.936, -0.780, -1.141], [2.252, -0.905, -2.534], [1.379, -0.538, -4.033], [3.478, 0.287, -2.244], [0.241, 0.555, -0.738], [0.637, 1.912, -1.522], [1.275, 3.027, -0.521], [2.835, 3.295, -0.811], [3.794, 2.489, 0.203], [4.212, 3.329, 1.318], [-0.873, 0.628, 0.392], [-1.421, 1.933, 0.658], [-2.427, 1.781, 1.656], [-3.213, 3.131, 2.086], [-4.754, 3.110, 1.562], [-4.884, 4.200, 0.354], [-3.802, 3.776, -1.114], [-2.878, 0.468, 2.358], [-4.289, 0.428, 3.639], [-5.675, 0.210, 2.982], [-4.004, -0.991, 4.576], [-4.240, 1.717, 4.735], [-2.263, -0.788, 2.081], [-1.243, -0.711, 1.078], [-0.514, -2.060, 0.693], [-0.837, -3.360, 1.340], [-0.128, -7.809, 1.069], [1.024, -6.526, 0.267], [0.112, -6.157, 1.849], [-1.844, -6.646, -1.768], [0.005, -6.792, -1.614], [-1.385, -3.895, -1.199], [-1.320, -4.604, -2.915], [0.670, -3.349, -2.928], [1.316, -5.057, -2.473], [1.335, -4.189, 0.095], [2.461, -3.268, -1.027], [0.959, 0.404, -4.012], [2.072, -0.609, -4.805], [3.562, 0.900, -3.018], [-0.317, 2.379, -1.980], [1.341, 1.722, -2.407], [0.642, 3.995, -0.526], [1.204, 2.555, 0.534], [3.061, 3.068, -1.921], [3.049, 4.417, -0.641], [3.218, 1.550, 0.562], [4.764, 2.110, -0.306], [5.016, 2.973, 1.750], [-3.111, 3.369, 3.197], [-2.712, 4.015, 1.530], [-5.080, 2.064, 1.221], [-5.466, 3.494, 2.379], [-5.960, 4.337, -0.001], [-4.429, 5.170, 0.793], [-3.939, 2.412, -1.324], [-3.822, -1.749, 3.957], [-5.109, 2.189, 4.621], [-1.609, -3.242, 2.013], [0.019, -3.725, 1.779], [-0.350, 0.178, 4.991], [-0.839, 0.275, 4.163], [-1.032, -0.025, 5.643], [5.947, -1.571, -1.594], [5.182, -0.978, -1.556], [6.501, -1.193, -2.292], [-3.314, -5.551, -3.304], [-3.799, -5.455, -4.133], [-4.000, -5.742, -2.652], [1.800, 2.072, -5.106], [1.486, 2.269, -5.998], [2.641, 1.621, -5.249], [-3.986, 7.225, -2.851], [-4.649, 6.958, -3.498], [-3.854, 6.435, -2.312], [3.844, 5.469, 4.083], [4.077, 5.643, 3.161], [3.266, 4.697, 4.036], [-3.590, -4.253, 1.927], [-2.993, -4.855, 1.458], [-4.214, -4.840, 2.371], [-7.777, 2.808, 1.279], [-8.440, 2.541, 0.630], [-7.642, 2.015, 1.816], [2.165, -8.220, 1.330], [2.620, -7.630, 1.944], [2.740, -8.994, 1.278], [8.456, -0.685, -2.010], [8.914, -0.097, -1.397], [9.033, -1.457, -2.068], [0.491, 6.544, 0.147], [-0.318, 6.583, 0.671], [1.187, 6.775, 0.775], [7.136, -3.916, -3.626], [6.824, -3.302, -2.948], [6.984, -3.446, -4.455], [1.956, 7.827, 3.367], [2.645, 7.475, 3.949], [1.774, 8.705, 3.723]], "total_energy_ev": -95983.504, "charge": 0, "homo_ev": -7.661, "gap_ev": 6.47}


{"formula": "C20H60O10", "method": "the ωB97M-V functional and the def2-TZVPD basis", "symbols": ["C", "C", "O", "H", "H", "H", "H", "H", "H", "C", "C", "O", "H", "H", "H", "H", "H", "H", "C", "C", "O", "H", "H", "H", "H", "H", "H", "C", "C", "O", "H", "H", "H", "H", "H", "H", "C", "C", "O", "H", "H", "H", "H", "H", "H", "C", "C", "O", "H", "H", "H", "H", "H", "H", "C", "C", "O", "H", "H", "H", "H", "H", "H", "C", "C", "O", "H", "H", "H", "H", "H", "H", "C", "C", "O", "H", "H", "H", "H", "H", "H", "C", "C", "O", "H", "H", "H", "H", "H", "H"], "positions_angstrom": [[-0.340, -0.539, 4.298], [-0.035, -0.067, 5.695], [-0.866, -0.762, 6.626], [-0.275, -1.626, 4.235], [0.434, -0.169, 3.618], [-1.285, -0.131, 3.943], [-0.193, 1.015, 5.762], [1.014, -0.245, 5.959], [-0.818, -0.312, 7.474], [3.875, -1.023, 0.768], [4.338, -0.448, 2.101], [5.667, -0.866, 2.399], [2.945, -0.546, 0.453], [3.693, -2.092, 0.902], [4.620, -0.941, -0.023], [3.704, -0.829, 2.902], [4.271, 0.643, 2.101], [6.276, -0.133, 2.289], [0.411, -0.760, -3.842], [0.053, -1.593, -5.060], [0.601, -1.069, -6.257], [-0.032, -1.201, -2.945], [0.070, 0.269, -3.962], [1.492, -0.754, -3.680], [-1.021, -1.745, -5.153], [0.467, -2.599, -4.897], [1.517, -1.350, -6.316], [-3.223, -2.938, -2.696], [-3.505, -1.534, -3.132], [-3.918, -0.709, -2.037], [-4.046, -3.356, -2.113], [-2.305, -3.045, -2.112], [-3.104, -3.600, -3.562], [-4.335, -1.522, -3.837], [-2.604, -1.101, -3.575], [-3.123, -0.368, -1.616], [-3.990, -2.225, 2.447], [-3.263, -2.708, 1.209], [-1.852, -2.376, 1.232], [-5.059, -2.362, 2.283], [-3.793, -1.171, 2.638], [-3.670, -2.806, 3.314], [-3.647, -2.217, 0.311], [-3.386, -3.782, 1.047], [-1.519, -2.679, 2.082], [-0.412, 3.516, 3.938], [-0.156, 4.086, 2.560], [1.245, 4.322, 2.435], [0.034, 2.527, 4.022], [-1.492, 3.433, 4.093], [-0.046, 4.183, 4.718], [-0.681, 5.034, 2.413], [-0.446, 3.338, 1.813], [1.383, 4.690, 1.551], [-0.030, 0.643, 0.850], [-0.018, -0.031, -0.523], [-1.300, -0.533, -0.813], [-0.783, 1.430, 0.831], [0.953, 1.070, 1.052], [-0.304, -0.118, 1.578], [0.742, -0.826, -0.527], [0.285, 0.676, -1.295], [-1.567, -1.165, -0.128], [-2.036, 2.157, -2.764], [-0.918, 3.011, -2.163], [-1.158, 4.406, -2.277], [-2.943, 2.355, -2.187], [-1.811, 1.098, -2.671], [-2.230, 2.412, -3.808], [0.050, 2.722, -2.591], [-0.886, 2.807, -1.091], [-1.634, 4.557, -3.099], [2.417, 3.132, -0.612], [2.400, 4.523, -1.204], [1.951, 5.439, -0.205], [2.988, 2.414, -1.203], [1.392, 2.774, -0.483], [2.839, 3.121, 0.396], [1.753, 4.557, -2.083], [3.401, 4.785, -1.559], [1.115, 5.808, -0.503], [0.767, -3.939, -0.929], [2.271, -4.147, -1.001], [2.532, -5.391, -1.648], [0.526, -3.364, -0.030], [0.219, -4.872, -0.812], [0.454, -3.368, -1.800], [2.732, -4.152, -0.008], [2.713, -3.327, -1.577], [3.450, -5.421, -1.930]], "total_energy_ev": -42185.745, "charge": 0, "homo_ev": -9.910, "smiles": "CCO.CCO.CCO.CCO.CCO.CCO.CCO.CCO.CCO.CCO", "gap_ev": 10.39}


{"formula": "C20H60O10", "method": "the ωB97M-V functional and the def2-TZVPD basis", "symbols": ["C", "C", "O", "H", "H", "H", "H", "H", "H", "C", "C", "O", "H", "H", "H", "H", "H", "H", "C", "C", "O", "H", "H", "H", "H", "H", "H", "C", "C", "O", "H", "H", "H", "H", "H", "H", "C", "C", "O", "H", "H", "H", "H", "H", "H", "C", "C", "O", "H", "H", "H", "H", "H", "H", "C", "C", "O", "H", "H", "H", "H", "H", "H", "C", "C", "O", "H", "H", "H", "H", "H", "H", "C", "C", "O", "H", "H", "H", "H", "H", "H", "C", "C", "O", "H", "H", "H", "H", "H", "H"], "positions_angstrom": [[0.006, 0.514, -3.840], [-0.684, -0.026, -5.126], [0.324, -0.455, -6.027], [0.705, -0.221, -3.440], [-0.639, 0.739, -2.991], [0.566, 1.418, -4.077], [-1.204, 0.785, -5.635], [-1.411, -0.814, -4.929], [-0.032, -1.257, -6.418], [2.029, 4.222, -1.982], [2.414, 5.437, -2.781], [1.231, 6.068, -3.103], [2.872, 3.725, -1.503], [1.843, 3.452, -2.731], [1.136, 4.464, -1.405], [2.977, 5.079, -3.643], [3.100, 6.109, -2.265], [1.485, 6.937, -3.424], [2.625, -3.912, 0.952], [2.657, -2.897, 2.055], [3.856, -2.925, 2.802], [1.693, -3.989, 0.392], [2.770, -4.895, 1.400], [3.395, -3.680, 0.216], [1.808, -3.072, 2.715], [2.559, -1.916, 1.588], [3.703, -2.241, 3.458], [0.195, -5.067, 3.610], [-1.205, -4.721, 3.996], [-1.199, -3.319, 4.093], [0.418, -6.099, 3.881], [0.841, -4.411, 4.193], [0.375, -4.916, 2.545], [-1.529, -5.238, 4.899], [-2.012, -5.079, 3.356], [-1.137, -2.939, 3.213], [-4.548, -1.712, 3.547], [-3.612, -0.578, 2.991], [-2.718, -1.085, 2.041], [-3.986, -2.600, 3.834], [-5.449, -2.018, 3.015], [-4.793, -1.447, 4.575], [-3.261, -0.051, 3.878], [-4.195, 0.151, 2.427], [-3.110, -1.292, 1.190], [1.120, 1.322, 0.377], [0.259, 0.052, 0.250], [0.221, -0.571, 1.520], [1.284, 1.638, -0.653], [2.100, 1.122, 0.811], [0.557, 2.100, 0.894], [0.702, -0.636, -0.469], [-0.768, 0.235, -0.066], [-0.681, -0.820, 1.736], [-0.103, 3.900, 3.882], [-0.137, 2.348, 4.175], [0.997, 1.647, 3.666], [-0.979, 4.482, 4.167], [0.055, 4.042, 2.813], [0.728, 4.397, 4.384], [-1.034, 1.941, 3.708], [-0.167, 1.976, 5.199], [0.693, 1.064, 2.967], [3.451, 0.905, -3.772], [3.981, -0.483, -4.205], [2.936, -1.378, -4.217], [2.657, 1.302, -4.405], [4.243, 1.652, -3.733], [2.973, 0.696, -2.814], [4.731, -0.828, -3.494], [4.485, -0.372, -5.165], [2.201, -1.096, -4.765], [-1.247, -3.391, -0.492], [-1.924, -2.370, -1.480], [-2.841, -1.577, -0.787], [-0.856, -2.715, 0.268], [-0.371, -3.755, -1.029], [-1.842, -4.172, -0.019], [-2.534, -2.859, -2.238], [-1.206, -1.811, -2.081], [-3.036, -0.846, -1.378], [-2.969, 2.815, 0.284], [-1.998, 3.517, -0.776], [-2.086, 2.906, -2.036], [-3.996, 2.953, -0.052], [-2.860, 3.273, 1.267], [-2.729, 1.752, 0.241], [-0.963, 3.325, -0.494], [-2.170, 4.592, -0.824], [-1.736, 3.497, -2.707]], "total_energy_ev": -42183.851, "charge": 0, "homo_ev": -9.732, "smiles": "CCO.CCO.CCO.CCO.CCO.CCO.CCO.CCO.CCO.CCO", "gap_ev": 10.11}


{"formula": "C20H60O10", "method": "the ωB97M-V functional and the def2-TZVPD basis", "symbols": ["C", "C", "C", "O", "H", "H", "H", "H", "H", "H", "H", "H", "C", "C", "C", "O", "H", "H", "H", "H", "H", "H", "H", "H", "C", "C", "C", "O", "H", "H", "H", "H", "H", "H", "H", "H", "C", "C", "C", "O", "H", "H", "H", "H", "H", "H", "H", "H", "C", "C", "C", "O", "H", "H", "H", "H", "H", "H", "H", "H", "C", "O", "H", "H", "H", "H", "C", "O", "H", "H", "H", "H", "C", "O", "H", "H", "H", "H", "C", "O", "H", "H", "H", "H", "C", "O", "H", "H", "H", "H"], "positions_angstrom": [[18.603, 23.406, -18.146], [18.238, 24.228, -19.286], [18.807, 25.615, -19.178], [18.601, 23.824, -20.363], [18.861, 23.844, -17.129], [19.598, 23.020, -18.456], [17.972, 22.531, -17.996], [17.175, 24.206, -19.412], [18.318, 26.360, -19.786], [19.886, 25.584, -19.409], [18.587, 26.069, -18.212], [17.879, 23.404, -20.838], [15.457, 29.719, -17.488], [15.758, 28.428, -16.760], [16.737, 28.706, -15.566], [14.821, 27.846, -16.293], [14.556, 30.138, -17.037], [15.172, 29.607, -18.562], [16.389, 30.413, -17.451], [16.100, 27.703, -17.450], [17.733, 29.075, -15.830], [16.875, 27.849, -14.954], [16.307, 29.411, -14.804], [14.124, 28.019, -16.864], [10.520, 24.241, -20.292], [9.393, 25.139, -19.710], [9.633, 26.623, -19.611], [8.296, 24.944, -20.304], [11.467, 24.151, -19.793], [10.717, 24.560, -21.241], [10.190, 23.224, -20.286], [9.278, 24.708, -18.700], [9.663, 27.073, -20.614], [10.669, 26.732, -19.160], [8.955, 27.195, -18.982], [8.160, 24.033, -20.564], [13.351, 25.994, -21.291], [14.025, 25.653, -20.003], [15.347, 26.347, -19.809], [13.297, 25.840, -18.996], [13.942, 26.591, -21.940], [12.511, 26.560, -20.994], [13.108, 25.141, -21.806], [14.239, 24.589, -19.987], [15.920, 25.950, -18.936], [15.183, 27.395, -19.738], [15.895, 26.281, -20.678], [12.996, 26.709, -18.957], [16.398, 24.949, -16.132], [15.112, 24.252, -16.573], [15.232, 23.006, -17.352], [14.331, 24.020, -15.604], [16.158, 25.742, -15.477], [16.817, 25.413, -17.008], [17.130, 24.331, -15.549], [14.666, 25.029, -17.158], [14.208, 22.662, -17.502], [15.838, 22.194, -16.889], [15.356, 23.300, -18.364], [13.968, 24.847, -15.311], [11.332, 25.877, -23.953], [11.280, 24.479, -23.546], [12.271, 26.336, -24.002], [10.751, 26.448, -23.270], [10.670, 25.982, -24.795], [10.354, 24.346, -23.382], [11.758, 29.196, -17.759], [12.174, 28.042, -17.139], [11.966, 30.126, -17.168], [10.655, 29.195, -17.653], [12.008, 29.492, -18.772], [11.836, 27.983, -16.292], [16.068, 23.651, -22.267], [15.883, 22.799, -21.145], [16.569, 24.572, -22.023], [15.066, 23.763, -22.773], [16.720, 23.105, -22.997], [15.898, 21.895, -21.417], [11.348, 24.726, -16.817], [10.211, 23.997, -16.344], [11.797, 24.214, -17.682], [12.073, 25.004, -15.974], [11.055, 25.623, -17.277], [9.454, 24.563, -16.404], [12.790, 21.886, -21.761], [11.577, 21.604, -22.302], [12.854, 22.966, -21.687], [13.551, 21.681, -22.428], [13.046, 21.474, -20.778], [11.490, 22.125, -23.078]], "total_energy_ev": -42177.086, "charge": 0, "homo_ev": -9.062, "smiles": "CC(C)O.CC(C)O.CC(C)O.CC(C)O.CC(C)O.CO.CO.CO.CO.CO", "gap_ev": 9.35}


{"formula": "C20H60O10", "method": "the ωB97M-V functional and the def2-TZVPD basis", "symbols": ["C", "C", "O", "H", "H", "H", "H", "H", "H", "C", "C", "O", "H", "H", "H", "H", "H", "H", "C", "C", "O", "H", "H", "H", "H", "H", "H", "C", "C", "O", "H", "H", "H", "H", "H", "H", "C", "C", "O", "H", "H", "H", "H", "H", "H", "C", "C", "O", "H", "H", "H", "H", "H", "H", "C", "C", "O", "H", "H", "H", "H", "H", "H", "C", "C", "O", "H", "H", "H", "H", "H", "H", "C", "C", "O", "H", "H", "H", "H", "H", "H", "C", "C", "O", "H", "H", "H", "H", "H", "H"], "positions_angstrom": [[2.789, 3.314, -1.935], [3.706, 4.325, -2.787], [2.883, 5.360, -3.150], [1.878, 2.973, -2.427], [2.309, 3.885, -1.140], [3.283, 2.437, -1.517], [4.176, 3.969, -3.704], [4.603, 4.639, -2.254], [3.009, 5.486, -4.093], [-3.776, -2.720, -0.265], [-3.069, -3.405, -1.364], [-1.778, -2.958, -1.343], [-3.888, -1.679, -0.569], [-3.322, -2.856, 0.716], [-4.792, -3.112, -0.219], [-3.500, -3.171, -2.338], [-3.072, -4.490, -1.267], [-1.782, -2.238, -0.707], [0.433, -2.384, -4.580], [-0.481, -3.596, -4.728], [-1.749, -3.214, -4.209], [0.458, -2.160, -3.513], [0.148, -1.470, -5.101], [1.482, -2.503, -4.852], [-0.152, -4.471, -4.167], [-0.601, -3.930, -5.758], [-1.849, -3.315, -3.260], [-5.103, -2.820, 3.486], [-4.665, -1.370, 3.211], [-5.727, -0.489, 3.135], [-4.366, -3.566, 3.188], [-6.081, -3.079, 3.080], [-5.235, -2.877, 4.567], [-4.059, -1.309, 2.306], [-4.042, -0.978, 4.014], [-6.231, -0.698, 2.345], [5.282, -1.749, -1.088], [3.907, -1.374, -1.626], [4.053, -0.223, -2.402], [5.802, -0.926, -0.597], [5.829, -2.082, -1.970], [5.336, -2.485, -0.287], [3.297, -1.085, -0.770], [3.483, -2.152, -2.261], [4.700, -0.322, -3.104], [3.454, 0.898, 1.500], [4.458, 1.820, 2.016], [4.652, 1.570, 3.318], [2.606, 0.912, 2.185], [3.696, -0.121, 1.198], [3.139, 1.350, 0.560], [4.077, 2.840, 2.061], [5.361, 1.760, 1.409], [5.464, 2.025, 3.551], [-0.657, 2.619, -4.188], [-0.410, 3.885, -4.985], [-0.544, 3.545, -6.381], [-1.684, 2.283, -4.335], [-0.724, 2.918, -3.142], [0.126, 1.879, -4.353], [0.587, 4.250, -4.739], [-1.159, 4.649, -4.775], [-1.433, 3.251, -6.593], [0.194, -0.043, -1.081], [-0.455, 0.360, 0.204], [-1.665, -0.384, 0.278], [1.094, 0.533, -1.295], [-0.525, 0.327, -1.811], [0.365, -1.086, -1.346], [-0.638, 1.434, 0.204], [0.224, 0.188, 1.039], [-2.018, -0.092, 1.122], [0.709, -0.852, 4.465], [0.181, -1.578, 5.778], [0.780, -1.099, 6.926], [0.689, 0.232, 4.568], [0.015, -1.132, 3.673], [1.687, -1.238, 4.176], [0.470, -2.626, 5.695], [-0.903, -1.627, 5.880], [0.274, -0.354, 7.259], [-2.952, 1.341, 4.755], [-2.503, 1.975, 3.442], [-2.540, 0.941, 2.489], [-2.392, 0.449, 5.036], [-4.014, 1.153, 4.914], [-2.605, 2.034, 5.522], [-1.463, 2.299, 3.418], [-3.124, 2.821, 3.149], [-3.420, 0.561, 2.538]], "s_squared": 0.76, "spin_multiplicity": 2, "total_energy_ev": -42173.622, "charge": 1, "homo_ev": [-11.599, -11.599], "gap_ev": [9.22, 2.28]}